Record 1
144
Properties=species:S:1:pos:R:3:forces:R:3 method="wB97M-V/def2-TZVPD" total_energy_ev=-67492.819 gap_ev=9.791 e_lumo_ev=0.4 fmax_ev_per_a=4.3 charge=0 de_lowest_kj_mol=639.5
C 3.6214 -5.8647 1.6485 -1.4 0.1 1.0
C 2.1437 -5.3591 1.3485 1.8 -1.3 -1.0
O 1.2191 -6.4348 1.5228 -0.6 0.7 1.1
H 3.7445 -6.8118 1.1232 0.5 0.4 -0.6
H 3.7365 -6.1908 2.6822 -0.5 0.1 0.4
H 4.4249 -5.1328 1.5658 -0.1 -0.1 -0.9
H 2.1125 -5.0854 0.2939 0.2 0.2 -0.2
H 1.8426 -4.4664 1.8967 -0.2 -0.4 0.4
H 1.3772 -7.2061 0.9735 0.5 0.3 -0.2
C -0.8955 4.5627 5.1137 -1.2 -0.9 0.6
C -0.1045 3.2947 5.3279 1.3 1.1 -1.9
O 0.0004 3.0860 6.6854 0.3 -0.7 1.0
H -0.6824 5.2743 5.9114 0.7 0.3 -0.5
H -1.8683 4.1998 5.4454 -0.9 0.6 -0.7
H -0.8845 4.9511 4.0953 -0.2 0.1 0.2
H 0.8581 3.4779 4.8504 0.6 -0.3 0.7
H -0.4678 2.4229 4.7838 -0.6 -0.1 0.0
H -0.9097 3.0556 6.9895 0.0 -0.1 0.5
C -4.0491 0.3445 -0.7331 -1.0 -0.6 0.5
C -5.3552 -0.3499 -1.1215 0.3 -1.7 -1.4
O -6.5427 0.0651 -0.5542 -1.1 2.1 1.6
H -4.2047 1.4184 -0.8360 0.4 0.0 0.1
H -3.2538 -0.0426 -1.3702 -0.1 0.3 -0.3
H -3.7496 0.0512 0.2730 -0.1 0.4 0.2
H -5.3745 -1.4110 -0.8728 1.1 -0.4 -0.2
H -5.4598 -0.2788 -2.2042 0.2 0.0 -0.3
H -7.3197 -0.1544 -1.0736 0.4 -0.1 -0.2
C -3.9774 5.6052 1.9241 0.5 2.1 -0.5
C -3.6719 4.2732 2.4224 0.2 -2.0 -0.7
O -4.7178 3.8774 3.2233 -1.4 -0.9 2.1
H -3.3339 5.9055 1.0972 0.0 0.1 -0.1
H -3.8185 6.3119 2.7386 0.1 0.3 0.0
H -5.0270 5.7325 1.6592 0.1 -0.4 -0.3
H -2.7069 4.1345 2.9099 0.2 0.4 0.1
H -3.7264 3.4820 1.6747 0.4 0.3 -0.7
H -4.6638 4.2745 4.0956 0.0 0.3 0.0
C 5.5435 -2.3684 1.0237 1.3 0.4 -0.1
C 4.2296 -2.2201 1.7362 -0.4 -0.5 -0.7
O 3.1873 -2.0976 0.7515 -0.4 0.8 0.5
H 5.3930 -2.5044 -0.0473 0.0 -0.4 0.0
H 6.1342 -3.1836 1.4415 0.0 -0.1 -0.2
H 6.1805 -1.4871 1.0987 -0.1 0.2 0.1
H 4.1955 -1.3374 2.3748 -0.2 -0.2 0.0
H 4.0641 -3.1297 2.3136 -0.3 0.2 0.4
H 3.0976 -2.9215 0.2670 0.3 -0.3 -0.2
C -0.0258 -2.1480 3.5119 -0.3 0.5 -0.7
C 0.4835 -3.3012 4.3833 -0.2 0.8 -0.2
O 0.4712 -2.9698 5.7975 0.1 -0.4 -0.9
H -0.5010 -2.3605 2.5543 0.2 -1.1 -0.2
H 0.8256 -1.5366 3.2132 -0.2 0.4 0.3
H -0.8379 -1.5396 3.9100 0.3 0.1 0.8
H 1.5388 -3.3746 4.1205 0.0 -0.5 0.3
H -0.0345 -4.2336 4.1590 0.0 -0.1 0.3
H -0.4407 -2.9500 6.0971 -0.1 0.1 0.0
C 0.0138 0.3873 -0.0834 -0.6 0.5 0.8
C 0.2624 1.5782 -1.0431 0.9 -2.4 0.4
O 1.2528 1.1236 -1.9512 -0.7 1.0 -1.3
H -0.8202 0.5995 0.5857 -0.4 0.0 0.0
H 0.8154 0.1372 0.6115 0.5 0.4 -0.2
H -0.1861 -0.5589 -0.5863 -0.2 0.2 -0.5
H 0.5769 2.4750 -0.5093 -0.1 0.2 0.1
H -0.6387 1.7600 -1.6288 0.0 0.2 0.0
H 2.0606 0.8041 -1.5427 0.2 0.0 0.6
C -4.7715 5.7559 -7.0185 -0.6 0.2 2.0
C -4.1002 5.7024 -5.6334 0.6 0.5 -1.1
O -3.5400 4.4344 -5.4972 0.4 -0.9 0.0
H -4.0367 5.6152 -7.8112 -0.3 -0.1 0.1
H -5.2320 6.7437 -7.0380 -0.1 0.0 -0.6
H -5.5554 5.0014 -6.9532 0.0 -0.1 -0.8
H -4.7183 5.9339 -4.7660 -0.6 0.1 -0.3
H -3.3351 6.4768 -5.6903 0.4 0.2 0.4
H -3.3805 4.2381 -4.5711 0.2 -0.1 0.4
C -1.1810 5.3113 -2.4159 -1.7 -0.4 0.2
C -2.2763 4.5574 -1.6106 1.0 0.1 -0.5
O -3.0104 3.7087 -2.4493 -0.8 -0.5 -1.8
H -0.5873 5.9238 -1.7373 0.3 -0.3 -0.2
H -1.6755 5.9845 -3.1161 0.0 0.1 -0.1
H -0.6563 4.5729 -3.0222 0.5 0.2 0.3
H -3.0174 5.2366 -1.1892 0.6 0.2 0.8
H -1.7850 3.8270 -0.9676 0.1 0.8 1.1
H -3.7984 3.4440 -1.9691 -0.1 -0.2 -0.1
C -3.8489 -0.4375 3.8432 -0.5 -1.7 -0.5
C -5.1862 -0.0768 4.5441 1.7 -0.5 0.4
O -5.6587 1.1430 4.1401 -1.0 1.4 -0.4
H -3.0584 0.2680 3.5871 -0.4 0.7 0.8
H -4.0425 -0.8990 2.8749 -0.4 0.0 -0.2
H -3.4012 -1.2680 4.3892 0.3 0.0 0.2
H -5.0297 -0.0582 5.6227 0.1 -0.2 0.3
H -5.9595 -0.8283 4.3850 0.2 -0.1 -0.4
H -5.2505 1.8172 4.6882 0.0 0.2 -0.3
C 4.7827 1.2786 -2.5676 1.1 0.2 -1.1
C 4.8747 0.4464 -1.2812 0.8 1.9 -2.7
O 3.5765 0.1216 -1.0422 -1.3 -1.2 1.3
H 4.2063 2.2037 -2.5558 0.1 0.1 0.8
H 4.3278 0.7767 -3.4216 -0.2 -0.8 0.3
H 5.7770 1.4999 -2.9556 0.2 0.4 0.2
H 5.3363 1.0658 -0.5121 0.1 -0.2 0.4
H 5.4704 -0.4396 -1.5010 0.3 -0.1 0.2
H 3.6254 -0.6897 -0.5314 -1.0 -0.5 0.7
C 7.7857 -2.3572 -4.1032 -0.5 1.9 -0.4
C 6.2571 -2.5864 -4.0073 2.0 -0.9 -2.0
O 6.0209 -3.5588 -3.0539 -1.4 -0.7 2.1
H 8.4173 -3.0271 -4.6867 -0.5 -0.6 0.2
H 8.2410 -2.1356 -3.1379 -0.2 -0.4 0.2
H 7.8915 -1.4072 -4.6269 0.2 0.2 -0.2
H 5.9028 -2.9920 -4.9550 0.0 0.2 -0.5
H 5.6921 -1.6608 -3.8968 0.1 -0.2 0.9
H 6.4568 -4.3917 -3.2487 0.3 0.2 -0.4
C -1.6159 0.2656 -4.6562 0.7 1.8 1.2
C -2.7258 0.6980 -5.5721 1.5 2.3 1.4
O -3.0036 -0.3806 -6.2943 -1.8 -2.7 -2.9
H -1.7921 -0.6607 -4.1094 -0.2 0.1 -0.1
H -1.4163 1.0950 -3.9776 -0.3 -0.1 0.8
H -0.6195 0.2538 -5.0980 -0.3 -0.6 -0.8
H -2.4217 1.5159 -6.2253 0.7 0.3 0.0
H -3.6358 1.1376 -5.1638 -0.1 -0.2 1.2
H -3.6088 -0.0108 -6.9413 -0.3 -0.9 -0.6
C 2.2273 -4.4421 -3.5679 -1.1 1.7 0.5
C 2.4699 -3.6509 -2.2459 0.4 -0.4 -1.4
O 3.6174 -4.1465 -1.6346 0.5 -0.9 1.9
H 1.1561 -4.6106 -3.6787 0.0 -0.7 0.2
H 2.8344 -5.3474 -3.5792 -0.2 0.1 -0.3
H 2.3732 -3.7416 -4.3902 0.8 -0.4 -0.3
H 1.6396 -3.7578 -1.5478 0.0 0.1 0.0
H 2.6849 -2.5993 -2.4360 -0.7 0.3 -0.2
H 4.3635 -4.2180 -2.2345 0.1 0.5 -0.3
C -1.2698 -3.6862 -0.9995 0.3 -0.1 -1.2
C -2.5427 -3.1070 -0.4367 1.3 0.7 -2.1
O -2.8318 -3.6426 0.7520 -1.2 -1.1 3.7
H -0.5154 -3.8045 -0.2217 0.0 0.0 0.0
H -0.8828 -3.0601 -1.8035 0.2 0.3 0.1
H -1.4288 -4.6291 -1.5226 -0.1 -0.4 0.4
H -3.3708 -3.2466 -1.1316 -0.1 0.3 -0.3
H -2.3424 -2.0498 -0.2629 -0.4 0.2 -0.2
H -2.5582 -4.5538 0.8807 0.1 0.0 -0.4
C 3.2486 1.0470 4.9838 -1.1 -0.2 0.7
C 2.1328 0.0801 5.4268 -0.2 1.3 -0.4
O 2.6705 -1.1574 5.6485 1.5 -1.7 0.0
H 2.8553 2.0636 4.9826 -0.1 0.1 -0.2
H 3.5739 0.7814 3.9780 0.4 0.0 0.2
H 4.0206 1.0415 5.7533 0.3 -0.2 -0.4
H 1.3898 -0.0013 4.6335 -0.3 0.4 -0.1
H 1.6431 0.4078 6.3439 -0.2 0.5 0.0
H 1.9753 -1.8124 5.7453 -0.3 -0.1 0.3

Record 2
17
Properties=species:S:1:pos:R:3:forces:R:3 method="wB97M-V/def2-TZVPD" total_energy_ev=-16313.279 gap_ev="7.686 / 8.271" multiplicity=3 e_lumo_ev="0.8 / -1.6" fmax_ev_per_a=3.8 charge=0 de_lowest_kj_mol=59.4
C 2.7315 -0.1966 -1.0481 0.4 -1.2 -0.5
C 0.9887 1.0905 0.0609 0.5 -3.8 -0.3
C -0.1827 -1.0452 -0.0665 2.9 -0.6 -0.6
C -1.3554 1.1612 -0.1068 0.1 -2.8 -0.6
C 3.5048 -0.1017 0.1154 1.6 -0.7 1.8
N -0.1083 0.3824 -0.1362 -2.0 3.2 -0.6
O 2.1531 -1.2204 -1.4907 1.5 1.4 0.2
O 1.4269 2.1658 0.2480 -0.6 2.1 0.1
F 4.0596 1.0731 0.4213 -0.4 -1.3 0.0
F 3.6233 -1.0088 1.1008 -0.4 1.3 -1.2
H 2.9407 0.7331 -1.5644 -0.7 0.2 -0.9
H -0.9538 -1.6773 -0.4895 -0.8 1.1 -0.3
H 0.7505 -1.3080 -0.6186 -1.1 -0.8 0.8
H -0.0272 -1.2812 0.9478 -0.1 -0.9 1.3
H -2.1200 0.5293 -0.5222 -0.4 0.1 -0.7
H -1.6470 1.2816 0.8682 -0.7 0.7 2.6
H -1.2533 2.0665 -0.5811 0.2 2.0 -1.2

Record 3
20
Properties=species:S:1:pos:R:3:forces:R:3 method="wB97M-V/def2-TZVPD" total_energy_ev=-39175.037 gap_ev="6.653 / 6.652" e_lumo_ev="-1.4 / -1.4" fmax_ev_per_a=2.8 charge=0
C -0.3424 0.3575 1.2771 -0.8 0.5 -0.1
C 0.6554 2.1475 -0.1845 2.1 0.7 1.0
C -1.1167 0.3873 -1.1588 1.9 -1.0 0.5
C 0.0126 0.7661 -0.1640 -0.3 -0.3 1.1
C -0.9997 -2.7633 0.5936 -1.3 1.8 0.0
O 2.6714 -0.0506 0.0773 0.0 -0.2 1.4
O 1.7140 -0.0798 -2.1117 -0.8 -0.2 0.3
F -1.6064 -3.7433 -0.0232 -0.5 -1.2 -0.5
S 1.4970 -0.2722 -0.6942 0.6 1.2 -2.2
I -0.7127 -3.2857 2.6055 0.4 -0.6 1.1
I 0.9959 -2.6683 -0.5859 1.3 -0.6 -0.4
H -0.9781 -0.5681 1.2282 0.5 1.1 0.5
H 0.5137 0.2245 1.9249 0.5 -0.4 -0.1
H -0.8099 1.2607 1.7566 -0.3 -1.0 -0.6
H 0.7270 2.5839 -1.1941 0.6 -0.4 0.4
H 1.6443 2.1624 0.4924 -1.5 -0.5 -2.3
H 0.2087 2.9106 0.4302 -1.5 0.0 0.1
H -2.0172 0.9321 -1.1919 -0.8 1.2 0.4
H -0.6702 0.3408 -2.1204 0.1 0.4 -1.2
H -1.3866 -0.6421 -0.9570 -0.2 -0.3 0.3